A | # C4H7N3OS

A structure of composition C4H7N3OS (ωB97M-V/def2-TZVPD, OMol25).

Output
Molecular weight in g/mol: 145.19
Net charge: 0
Kohn-Sham gap in eV: 9.1

Each line ends with the natural charge from an NBO analysis.
CARTESIAN COORDINATES (ANGSTROEM)
C (-0.67, -1.23, -0.12)  0.24
C (0.71, 0.66, -0.29)  -0.22
C (-0.56, 1.43, -0.47)  -0.34
C (1.63, -1.50, 0.62)  -0.42
N (-2.69, 0.66, 0.10)  0.21
N (0.50, -0.74, 0.02)  -0.44
N (-1.61, 0.44, -0.52)  -0.26
O (-2.86, 1.87, 0.45)  -0.48
S (-1.50, -2.54, -0.14)  0.10
H (1.37, 0.67, -1.22)  0.20
H (1.47, 1.12, 0.48)  0.22
H (-0.84, 2.23, 0.33)  0.26
H (-0.59, 2.13, -1.36)  0.23
H (1.60, -2.62, 0.34)  0.24
H (2.56, -1.00, 0.08)  0.23
H (1.48, -1.55, 1.69)  0.23

***

B | # C4H7N3OS

A cluster of 2 separate species, C4H7N3OS in total (ωB97M-V/def2-TZVPD, OMol25).

Output
SMILES string: CC(=O)n1ccnn1.S
Molecular weight in g/mol: 145.19
Net charge: 0
Kohn-Sham gap in eV: 9.6

Each line ends with the natural charge from an NBO analysis.
CARTESIAN COORDINATES (ANGSTROEM)
C (-2.75, -0.43, -0.64)  -0.12
C (-1.49, -0.44, -1.18)  -0.05
C (1.05, 1.07, 1.03)  -0.76
C (0.55, 0.46, -0.28)  0.76
N (-2.66, -0.24, 0.68)  -0.20
N (-1.45, -0.11, 0.96)  -0.05
N (-0.71, -0.18, -0.15)  -0.27
O (0.97, 0.55, -1.34)  -0.53
S (3.35, -1.07, 0.06)  -0.37
H (-3.72, -0.69, -1.18)  0.23
H (-1.15, -0.43, -2.14)  0.24
H (0.48, 2.03, 1.29)  0.27
H (0.80, 0.32, 1.84)  0.26
H (2.20, 1.23, 0.84)  0.27
H (2.10, -0.79, -0.91)  0.20
H (2.43, -1.28, 1.14)  0.14

***

Short version: A is the least stable of them.

***

A | # C16H14BeCl5O

A structure of composition C16H14BeCl5O (ωB97M-V/def2-TZVPD, OMol25).

Output
Molecular weight in g/mol: 408.56
Net charge: -1
Kohn-Sham gap in eV: 7.1

Each line ends with the natural charge from an NBO analysis.
CARTESIAN COORDINATES (ANGSTROEM)
Be (0.44, 0.35, 0.84)  1.60
Cl (-0.15, -2.97, 0.42)  -0.01
C (-1.20, -1.79, -0.30)  -0.06
C (-0.92, -0.45, -0.05)  -0.57
C (-1.81, 0.45, -0.62)  0.04
Cl (-1.59, 2.13, -0.26)  -0.01
C (-2.87, 0.08, -1.45)  -0.13
Cl (-3.90, 1.26, -2.17)  0.02
C (-3.09, -1.28, -1.69)  -0.09
Cl (-4.40, -1.78, -2.69)  0.02
C (-2.25, -2.22, -1.10)  -0.09
Cl (-2.51, -3.90, -1.39)  0.02
C (0.84, -0.49, 4.25)  -0.62
C (0.67, 0.85, 3.54)  0.13
C (-0.31, 1.75, 4.29)  -0.62
O (0.23, 0.64, 2.25)  -1.09
H (1.18, -0.37, 5.29)  0.18
H (1.57, -1.09, 3.71)  0.21
H (-0.11, -1.02, 4.24)  0.20
H (1.65, 1.36, 3.53)  0.13
H (-1.30, 1.28, 4.29)  0.20
H (-0.39, 2.71, 3.78)  0.21
H (0.01, 1.92, 5.32)  0.18
C (2.00, 0.61, -0.13)  -1.06
C (1.67, 0.36, -1.55)  0.02
C (1.26, 1.38, -2.42)  -0.21
C (0.82, 1.11, -3.70)  -0.22
C (0.80, -0.19, -4.19)  -0.28
C (1.26, -1.21, -3.37)  -0.20
C (1.70, -0.94, -2.09)  -0.27
H (2.43, 1.61, 0.00)  0.20
H (2.75, -0.11, 0.22)  0.20
H (1.26, 2.40, -2.06)  0.19
H (0.47, 1.92, -4.33)  0.20
H (0.44, -0.40, -5.19)  0.20
H (1.27, -2.23, -3.73)  0.20
H (2.04, -1.75, -1.45)  0.20

***

B | # C16H14BeCl5O

A structure of composition C16H14BeCl5O (ωB97M-V/def2-TZVPD, OMol25).

Output
Molecular weight in g/mol: 408.56
Net charge: -1
Kohn-Sham gap in eV: 7.2

Each line ends with the natural charge from an NBO analysis.
CARTESIAN COORDINATES (ANGSTROEM)
Be (0.10, 0.27, 0.93)  1.61
Cl (-0.49, -2.80, 0.72)  -0.02
C (-1.48, -1.71, -0.23)  -0.04
C (-1.27, -0.35, -0.07)  -0.59
C (-2.06, 0.46, -0.85)  0.06
Cl (-1.82, 2.19, -0.70)  -0.02
C (-3.01, -0.01, -1.75)  -0.13
Cl (-3.96, 1.07, -2.71)  0.02
C (-3.18, -1.38, -1.88)  -0.09
Cl (-4.34, -2.01, -3.00)  0.02
C (-2.41, -2.25, -1.11)  -0.10
Cl (-2.61, -3.96, -1.27)  0.02
C (1.23, -0.38, 4.11)  -0.62
C (0.69, 0.88, 3.45)  0.12
C (-0.10, 1.72, 4.45)  -0.62
O (-0.12, 0.56, 2.38)  -1.07
H (1.87, -0.14, 4.97)  0.18
H (1.81, -0.97, 3.40)  0.21
H (0.40, -1.00, 4.46)  0.20
H (1.56, 1.48, 3.12)  0.13
H (-0.96, 1.15, 4.81)  0.20
H (-0.48, 2.63, 3.97)  0.21
H (0.51, 2.01, 5.31)  0.18
C (1.64, 0.46, 0.05)  -1.10
C (1.53, 0.29, -1.41)  0.02
C (1.29, 1.38, -2.26)  -0.25
C (1.09, 1.21, -3.62)  -0.21
C (1.12, -0.06, -4.19)  -0.28
C (1.36, -1.15, -3.36)  -0.21
C (1.56, -0.98, -2.01)  -0.21
H (2.05, 1.44, 0.30)  0.21
H (2.30, -0.30, 0.47)  0.21
H (1.25, 2.37, -1.83)  0.20
H (0.90, 2.08, -4.24)  0.20
H (0.95, -0.19, -5.25)  0.20
H (1.38, -2.15, -3.78)  0.20
H (1.72, -1.85, -1.38)  0.20

***

Short version: A is the least stable of them.

***

A | # C52H78O39

A cluster of 13 separate species, C52H78O39 in total (ωB97M-V/def2-TZVPD, OMol25).

Output
Molecular weight in g/mol: 1327.16
Net charge: 0
Kohn-Sham gap in eV: 10.6

Each line ends with the Mulliken charge.
CARTESIAN COORDINATES (ANGSTROEM)
C (-6.11, 0.07, -12.44)  -2.05
C (-7.08, 0.66, -11.41)  2.45
C (-6.56, 1.89, -10.60)  0.55
O (-7.57, 2.87, -10.77)  -0.41
C (-8.50, 2.44, -11.62)  0.53
O (-9.50, 3.06, -11.84)  -0.58
O (-8.22, 1.22, -12.06)  -0.48
H (-6.68, -0.73, -12.92)  0.48
H (-5.26, -0.43, -11.96)  0.17
H (-5.71, 0.69, -13.25)  0.43
H (-7.29, -0.11, -10.67)  -0.74
H (-5.58, 2.27, -10.89)  0.02
H (-6.47, 1.65, -9.54)  -0.22
C (-9.19, 0.31, -8.39)  -0.08
C (-9.50, 1.53, -7.53)  1.59
C (-11.01, 1.83, -7.49)  -0.35
O (-11.38, 1.78, -6.12)  -0.37
C (-10.35, 1.33, -5.40)  0.53
O (-10.34, 1.06, -4.24)  -0.57
O (-9.22, 1.28, -6.14)  -0.22
H (-9.90, -0.48, -8.13)  -0.10
H (-8.17, 0.05, -8.11)  -0.28
H (-9.12, 0.44, -9.47)  0.01
H (-8.95, 2.44, -7.75)  -0.82
H (-11.54, 1.05, -8.04)  0.19
H (-11.24, 2.79, -7.96)  0.39
C (-2.27, -3.11, -12.47)  -0.67
C (-2.77, -2.40, -13.72)  0.39
C (-2.25, -2.77, -15.11)  -0.45
O (-3.43, -3.00, -15.86)  -0.37
C (-4.50, -3.09, -15.03)  0.55
O (-5.55, -3.54, -15.39)  -0.54
O (-4.17, -2.74, -13.78)  -0.22
H (-2.20, -4.20, -12.59)  0.37
H (-3.00, -3.06, -11.66)  -0.35
H (-1.36, -2.68, -12.06)  0.36
H (-2.77, -1.32, -13.55)  0.32
H (-1.60, -3.66, -15.05)  0.26
H (-1.64, -1.97, -15.52)  0.35
C (-6.99, -5.33, -9.23)  0.54
C (-7.30, -6.83, -9.19)  0.73
C (-8.44, -7.36, -10.08)  -0.10
O (-7.75, -7.93, -11.17)  -0.42
C (-6.51, -8.29, -10.78)  0.49
O (-5.78, -9.02, -11.36)  -0.54
O (-6.19, -7.54, -9.69)  -0.13
H (-6.27, -5.22, -8.42)  -0.64
H (-7.83, -4.67, -9.00)  -0.18
H (-6.62, -5.16, -10.25)  0.40
H (-7.53, -7.17, -8.17)  -0.32
H (-9.04, -6.53, -10.46)  -0.13
H (-9.02, -8.12, -9.57)  0.36
C (-12.54, -1.93, -6.08)  -1.41
C (-11.52, -3.07, -6.00)  0.20
C (-11.25, -3.74, -7.36)  -0.09
O (-9.86, -3.99, -7.31)  0.02
C (-9.31, -3.12, -6.45)  -0.60
O (-8.13, -3.04, -6.30)  0.39
O (-10.23, -2.40, -5.82)  -0.19
H (-12.53, -1.34, -7.00)  0.19
H (-12.34, -1.23, -5.27)  0.35
H (-13.56, -2.31, -5.98)  0.47
H (-11.65, -3.76, -5.17)  0.44
H (-11.51, -3.06, -8.18)  -0.23
H (-11.89, -4.61, -7.48)  0.45
C (-6.47, 4.30, -7.46)  -1.56
C (-6.40, 5.28, -6.29)  0.43
C (-5.15, 6.15, -6.17)  -0.41
O (-5.76, 7.39, -5.87)  -0.38
C (-7.07, 7.44, -6.16)  0.54
O (-7.76, 8.39, -6.02)  -0.55
O (-7.45, 6.23, -6.60)  -0.37
H (-6.05, 4.64, -8.40)  0.41
H (-7.50, 3.96, -7.63)  0.47
H (-5.91, 3.37, -7.29)  0.33
H (-6.70, 4.79, -5.37)  0.35
H (-4.50, 6.26, -7.04)  0.35
H (-4.48, 5.81, -5.37)  0.31
C (-5.03, -2.34, -9.70)  -0.57
C (-5.54, -2.08, -8.29)  2.18
C (-4.51, -2.31, -7.16)  2.38
O (-4.56, -1.10, -6.42)  -0.46
C (-5.37, -0.22, -6.95)  -0.10
O (-5.56, 0.91, -6.61)  -0.61
O (-5.90, -0.70, -8.12)  0.49
H (-4.30, -1.55, -9.91)  0.72
H (-5.87, -2.24, -10.40)  0.28
H (-4.65, -3.33, -9.88)  -0.83
H (-6.44, -2.65, -8.05)  -1.47
H (-3.53, -2.43, -7.62)  -0.70
H (-4.82, -3.17, -6.57)  -0.67
C (-7.47, -7.36, -3.12)  -1.49
C (-6.38, -7.28, -4.18)  0.42
C (-6.72, -6.37, -5.37)  0.36
O (-5.63, -5.47, -5.42)  0.18
C (-4.74, -5.73, -4.47)  0.30
O (-3.69, -5.15, -4.37)  -0.63
O (-5.20, -6.65, -3.63)  -0.44
H (-7.19, -8.02, -2.30)  0.42
H (-8.36, -7.74, -3.61)  0.38
H (-7.69, -6.41, -2.63)  0.24
H (-6.04, -8.28, -4.47)  0.30
H (-7.71, -5.94, -5.22)  -0.13
H (-6.61, -7.01, -6.24)  -0.16
C (-4.98, -1.94, -3.25)  -1.14
C (-6.18, -2.05, -2.34)  0.46
C (-7.32, -1.08, -2.69)  -0.31
O (-8.40, -1.91, -3.03)  -0.24
C (-8.09, -3.21, -2.84)  0.66
O (-8.84, -4.10, -3.10)  -0.55
O (-6.81, -3.33, -2.43)  -0.31
H (-4.20, -2.68, -3.10)  0.40
H (-4.57, -0.94, -3.30)  0.38
H (-5.32, -2.24, -4.25)  -0.03
H (-5.99, -1.95, -1.27)  0.34
H (-7.04, -0.45, -3.54)  0.05
H (-7.50, -0.35, -1.90)  0.30
C (-3.31, -5.68, -9.97)  0.54
C (-2.51, -6.70, -9.15)  0.34
C (-2.00, -6.12, -7.83)  0.39
O (-2.38, -7.11, -6.87)  -0.40
C (-3.24, -7.99, -7.47)  0.53
O (-3.75, -8.88, -6.86)  -0.58
O (-3.40, -7.73, -8.77)  -0.31
H (-3.57, -6.07, -10.95)  0.41
H (-2.89, -4.69, -10.14)  -0.39
H (-4.27, -5.56, -9.47)  -0.75
H (-1.78, -7.08, -9.86)  0.21
H (-2.48, -5.19, -7.50)  0.01
H (-0.92, -6.03, -7.82)  -0.02
C (2.79, -2.95, -8.84)  -1.54
C (1.53, -2.98, -9.69)  0.45
C (0.93, -4.41, -9.81)  -0.66
O (-0.47, -4.19, -9.69)  0.01
C (-0.68, -2.97, -9.16)  0.05
O (-1.75, -2.52, -8.86)  -0.25
O (0.46, -2.30, -9.02)  -0.41
H (3.26, -1.97, -8.75)  0.37
H (3.49, -3.61, -9.37)  0.40
H (2.60, -3.39, -7.87)  0.36
H (1.76, -2.52, -10.65)  0.29
H (1.24, -5.01, -8.95)  0.33
H (1.19, -4.91, -10.74)  0.38
C (-12.06, -4.75, -11.01)  -1.34
C (-11.21, -3.63, -11.59)  0.42
C (-11.60, -2.21, -11.13)  -0.73
O (-10.39, -1.62, -10.71)  -0.40
C (-9.50, -2.63, -10.43)  -0.03
O (-8.51, -2.48, -9.79)  0.25
O (-9.92, -3.79, -10.95)  -0.29
H (-11.84, -5.68, -11.55)  0.39
H (-13.14, -4.65, -11.10)  0.36
H (-11.85, -4.96, -9.96)  0.22
H (-11.17, -3.70, -12.67)  0.40
H (-12.38, -2.24, -10.36)  0.23
H (-11.97, -1.61, -11.95)  0.43
C (-2.82, 1.74, -8.67)  -1.27
C (-2.82, 3.18, -9.16)  1.23
C (-3.15, 4.20, -8.07)  -0.41
O (-2.00, 5.02, -7.98)  -0.41
C (-1.02, 4.59, -8.79)  0.54
O (0.07, 5.06, -8.88)  -0.56
O (-1.46, 3.54, -9.48)  -0.44
H (-2.13, 1.01, -9.10)  0.49
H (-3.78, 1.24, -8.85)  -0.12
H (-2.69, 1.78, -7.59)  0.37
H (-3.45, 3.24, -10.05)  0.18
H (-3.36, 3.81, -7.08)  0.38
H (-3.96, 4.86, -8.36)  -0.06

***

B | # C52H78O39

A cluster of 13 separate species, C52H78O39 in total (ωB97M-V/def2-TZVPD, OMol25).

Output
Molecular weight in g/mol: 1327.16
Net charge: 0
Kohn-Sham gap in eV: 10.0

Each line ends with the Mulliken charge.
CARTESIAN COORDINATES (ANGSTROEM)
C (1.62, 1.65, -5.01)  -0.70
C (3.07, 1.20, -4.88)  0.65
C (3.54, 0.07, -5.79)  -0.25
O (4.73, 0.59, -6.34)  -0.37
C (4.96, 1.83, -6.10)  0.59
O (5.95, 2.43, -6.57)  -0.60
O (3.88, 2.25, -5.30)  -0.41
H (1.36, 2.53, -4.41)  -0.05
H (0.91, 0.88, -4.71)  -0.20
H (1.49, 1.95, -6.05)  0.63
H (3.24, 0.83, -3.87)  0.17
H (2.88, -0.15, -6.63)  0.26
H (3.60, -0.89, -5.28)  0.15
C (-0.94, -6.53, -0.02)  -1.03
C (-2.36, -7.25, -0.08)  0.60
C (-3.30, -6.54, -0.98)  0.29
O (-4.06, -7.64, -1.34)  -0.37
C (-3.47, -8.81, -0.96)  0.53
O (-3.87, -9.92, -1.13)  -0.55
O (-2.26, -8.54, -0.50)  -0.42
H (-0.58, -6.16, -0.98)  0.17
H (-0.20, -7.09, 0.55)  0.42
H (-1.00, -5.54, 0.44)  0.13
H (-2.80, -7.26, 0.91)  0.27
H (-2.78, -6.18, -1.87)  0.13
H (-3.79, -5.68, -0.52)  -0.12
C (2.58, 6.50, 3.27)  -1.65
C (2.41, 5.08, 2.74)  0.57
C (2.12, 4.03, 3.84)  -0.85
O (1.25, 3.21, 3.18)  0.65
C (0.78, 3.77, 2.02)  -0.61
O (-0.15, 3.36, 1.31)  0.28
O (1.32, 4.93, 1.93)  -0.13
H (1.66, 6.76, 3.78)  0.36
H (2.65, 7.28, 2.51)  0.36
H (3.50, 6.45, 3.86)  0.40
H (3.35, 4.78, 2.30)  0.15
H (1.68, 4.58, 4.67)  0.33
H (3.10, 3.59, 4.01)  0.38
C (-3.95, 0.93, -2.43)  -0.34
C (-3.62, 0.30, -3.82)  2.37
C (-4.17, -1.03, -4.11)  0.01
O (-4.85, -0.88, -5.32)  -0.41
C (-4.90, 0.38, -5.72)  0.53
O (-5.62, 0.79, -6.58)  -0.58
O (-4.19, 1.14, -4.81)  -0.47
H (-5.00, 1.13, -2.20)  0.55
H (-3.35, 1.83, -2.30)  -0.39
H (-3.58, 0.21, -1.69)  -0.47
H (-2.54, 0.34, -3.95)  -1.09
H (-4.88, -1.40, -3.37)  0.22
H (-3.39, -1.79, -4.23)  0.07
C (1.34, -5.10, 3.39)  -0.42
C (1.15, -6.09, 4.49)  0.32
C (1.86, -7.46, 4.41)  -0.45
O (2.41, -7.60, 5.69)  -0.34
C (2.45, -6.41, 6.32)  0.55
O (2.97, -6.13, 7.34)  -0.54
O (1.73, -5.47, 5.64)  -0.26
H (1.03, -5.61, 2.48)  0.17
H (2.38, -4.77, 3.29)  0.10
H (0.81, -4.17, 3.56)  -0.15
H (0.13, -6.33, 4.79)  0.38
H (2.57, -7.54, 3.59)  0.28
H (1.08, -8.23, 4.32)  0.33
C (6.08, 4.23, -0.90)  -1.52
C (4.71, 4.90, -0.89)  0.43
C (4.22, 5.37, -2.31)  -0.57
O (2.91, 4.94, -2.36)  -0.28
C (2.68, 4.01, -1.39)  0.13
O (1.70, 3.32, -1.25)  -0.06
O (3.79, 3.89, -0.60)  -0.23
H (6.25, 3.68, 0.03)  0.33
H (6.82, 5.02, -0.90)  0.44
H (6.14, 3.49, -1.70)  0.35
H (4.61, 5.60, -0.06)  0.27
H (4.86, 4.95, -3.09)  0.31
H (4.30, 6.45, -2.44)  0.29
C (-1.92, 3.36, -5.20)  -1.18
C (-2.23, 4.27, -4.01)  0.69
C (-1.27, 4.18, -2.85)  2.39
O (-0.76, 5.44, -2.66)  -0.43
C (-1.33, 6.30, -3.63)  0.42
O (-1.05, 7.49, -3.78)  -0.60
O (-2.14, 5.56, -4.44)  -0.42
H (-2.83, 3.34, -5.80)  0.36
H (-1.64, 2.40, -4.76)  -0.02
H (-1.10, 3.69, -5.83)  0.39
H (-3.26, 4.13, -3.68)  0.26
H (-0.40, 3.60, -3.18)  -1.06
H (-1.70, 3.77, -1.94)  -0.80
C (-2.11, 5.94, 2.87)  -0.96
C (-3.15, 5.14, 1.96)  0.02
C (-2.91, 5.08, 0.45)  -0.16
O (-3.18, 3.77, 0.04)  -0.15
C (-3.32, 3.02, 1.18)  0.30
O (-3.68, 1.85, 1.23)  -0.50
O (-3.14, 3.80, 2.26)  -0.18
H (-1.90, 6.95, 2.53)  0.38
H (-1.16, 5.41, 2.88)  -0.07
H (-2.52, 5.86, 3.88)  0.40
H (-4.19, 5.42, 2.13)  0.39
H (-1.83, 5.17, 0.34)  -0.11
H (-3.24, 5.93, -0.15)  0.61
C (-0.05, -3.95, -2.46)  -1.49
C (0.41, -2.79, -3.36)  1.16
C (1.12, -3.22, -4.66)  -0.42
O (0.51, -2.44, -5.59)  -0.39
C (-0.42, -1.66, -5.08)  0.10
O (-0.96, -0.83, -5.76)  -0.52
O (-0.67, -1.91, -3.80)  0.35
H (0.57, -4.30, -1.62)  0.40
H (-0.37, -4.80, -3.06)  0.55
H (-0.92, -3.52, -1.95)  0.04
H (1.12, -2.24, -2.74)  -0.18
H (1.10, -4.29, -4.88)  0.31
H (2.18, -3.01, -4.52)  0.24
C (3.74, -2.38, 4.86)  -1.19
C (4.17, -1.80, 3.56)  0.39
C (3.18, -2.01, 2.38)  0.16
O (2.92, -0.69, 1.98)  0.10
C (3.51, 0.21, 2.78)  0.33
O (3.43, 1.43, 2.59)  -0.57
O (4.17, -0.41, 3.75)  -0.38
H (4.36, -2.21, 5.74)  0.42
H (3.80, -3.46, 4.75)  0.32
H (2.78, -2.00, 5.21)  0.09
H (5.16, -2.12, 3.27)  0.27
H (2.21, -2.39, 2.71)  -0.36
H (3.51, -2.55, 1.49)  0.41
C (-1.91, 2.00, 5.10)  -1.56
C (-1.10, 0.97, 4.34)  2.46
C (0.27, 0.78, 4.97)  -0.16
O (0.29, -0.59, 5.22)  -0.31
C (-0.82, -1.28, 4.86)  0.52
O (-0.85, -2.51, 4.96)  -0.57
O (-1.75, -0.33, 4.43)  -0.41
H (-1.59, 3.02, 4.93)  0.25
H (-1.64, 1.92, 6.16)  0.52
H (-2.99, 1.87, 5.08)  0.37
H (-0.86, 1.25, 3.32)  -1.24
H (0.30, 1.26, 5.94)  0.43
H (1.14, 1.15, 4.42)  -0.22
C (-2.90, -3.76, 2.79)  -1.29
C (-3.75, -3.04, 1.74)  0.36
C (-3.65, -1.54, 1.45)  0.24
O (-3.49, -1.44, 0.04)  0.01
C (-3.57, -2.68, -0.48)  0.28
O (-3.63, -2.82, -1.72)  -0.55
O (-3.52, -3.62, 0.47)  -0.23
H (-1.84, -3.67, 2.57)  0.08
H (-3.03, -4.84, 2.90)  0.42
H (-2.92, -3.42, 3.82)  0.37
H (-4.79, -3.25, 1.98)  0.18
H (-2.96, -1.10, 2.17)  -0.42
H (-4.62, -1.05, 1.56)  0.57
C (-0.23, 0.58, -1.49)  1.24
C (0.47, -0.06, -0.38)  0.07
C (0.00, 0.39, 0.95)  0.46
O (-0.23, -0.92, 1.51)  0.84
C (0.07, -1.94, 0.66)  -0.38
O (0.10, -3.13, 0.93)  -0.25
O (0.41, -1.41, -0.51)  -0.44
H (-0.36, 1.64, -1.24)  -0.18
H (-1.25, 0.21, -1.47)  -0.35
H (0.28, 0.52, -2.45)  -0.78
H (1.51, 0.26, -0.34)  0.16
H (-0.98, 0.86, 0.90)  0.27
H (0.75, 0.94, 1.52)  -0.93

***

Short version: B is the least stable of them.